Entry from OMol25: C14H40AgN5O5 as an isolated structure at a distorted geometry (the ωB97M-V functional and the def2-TZVPD basis).

Element x y z (Å)
Ag: -0.175 1.056 -0.108
C: 0.251 -1.693 -2.662
O: 0.066 -0.542 -1.899
H: 0.453 -2.620 -2.100
H: -0.575 -1.990 -3.332
H: 1.119 -1.434 -3.288
C: -1.919 4.428 -0.320
C: -2.687 3.195 0.090
C: -3.167 2.372 -1.096
O: -4.014 1.345 -0.638
C: -4.805 0.823 -1.678
N: -1.881 2.346 0.963
H: -2.433 5.053 -1.062
H: -1.041 4.093 -0.880
H: -1.761 5.176 0.457
H: -3.560 3.545 0.661
H: -2.286 1.985 -1.628
H: -3.649 3.060 -1.801
H: -5.435 0.070 -1.194
H: -4.233 0.236 -2.405
H: -5.435 1.589 -2.134
H: -1.769 2.899 1.809
H: -2.324 1.479 1.254
C: 3.060 3.635 -0.723
C: 2.913 2.112 -0.720
C: 2.719 1.587 0.715
O: 1.627 2.290 1.357
C: 1.222 1.702 2.577
N: 1.748 1.813 -1.557
H: 3.929 3.967 -0.147
H: 2.196 4.044 -0.202
H: 3.244 4.025 -1.723
H: 3.759 1.595 -1.185
H: 3.622 1.755 1.312
H: 2.511 0.517 0.815
H: 0.934 0.653 2.485
H: 0.399 2.241 3.049
H: 2.034 1.845 3.300
H: 1.798 2.361 -2.399
H: 1.388 0.864 -1.615
C: 0.371 -4.135 0.564
C: 1.251 -3.054 1.246
C: 2.709 -3.388 0.878
O: 3.088 -4.554 1.583
C: 4.442 -4.884 1.429
N: 0.838 -1.755 0.798
H: 0.480 -5.073 1.117
H: 0.585 -4.235 -0.498
H: -0.701 -3.918 0.610
H: 1.165 -3.091 2.333
H: 3.338 -2.539 1.167
H: 2.799 -3.504 -0.207
H: 4.660 -5.081 0.372
H: 4.692 -5.778 1.996
H: 5.155 -4.109 1.731
H: 0.809 -1.578 -0.207
H: -0.095 -1.516 1.107
C: -2.591 -1.214 0.533
O: -1.858 -0.452 1.182
N: -3.749 -1.737 1.012
N: -2.321 -1.451 -0.778
H: -4.089 -1.148 1.761
H: -4.423 -2.196 0.431
H: -1.408 -1.153 -1.166
H: -2.991 -1.936 -1.345

- M: 466.4 g/mol
- E_tot: -36852.3750 eV
- HOMO: -7.72 eV
- ΔE to the lowest compared entry with this formula, charge and spin: 10.2 kcal per mole
- HOMO-LUMO gap: 8.33 eV